C25H69NO15 | wB97M-V/def2-TZVPD

LUMO (eV): 0.21

Structure (ORCA input):
```
! wB97M-V def2-TZVPD RIJCOSX def2/J DEFGRID3
* xyz 0 1
C -0.6182 3.1920 2.1576
O 0.3550 4.1856 2.3931
C -0.1459 5.2876 3.1124
C 0.8276 6.4384 2.8908
N 0.4286 7.7283 3.4397
C -0.6007 8.4240 2.6631
C -0.7840 9.8391 3.1590
O -1.4818 9.8279 4.3729
C -1.4211 11.0620 5.0698
H -0.8919 2.7178 3.1055
H -0.2107 2.4815 1.4437
H -1.5377 3.5867 1.7084
H -0.3770 5.0508 4.1630
H -1.1451 5.5838 2.7535
H 0.9457 6.4787 1.8037
H 1.8320 6.1874 3.2419
H 0.0816 7.5361 4.3744
H -1.5529 7.8845 2.7487
H -0.2858 8.4379 1.6199
H -1.3312 10.4022 2.3890
H 0.1956 10.3174 3.2793
H -1.9328 10.9653 6.0209
H -1.8949 11.8243 4.4428
H -0.3678 11.3112 5.2357
C 4.0946 -4.6164 -2.7781
C 3.2250 -5.2601 -3.8640
C 1.8969 -4.5703 -4.0978
O 3.9995 -5.2488 -5.0788
H 4.4451 -3.6629 -3.1720
H 4.9565 -5.2306 -2.5297
H 3.4890 -4.4748 -1.8788
H 2.9860 -6.2928 -3.5997
H 1.3635 -5.0619 -4.9093
H 2.0527 -3.5236 -4.3823
H 1.3091 -4.5989 -3.1774
H 3.9766 -4.3593 -5.4432
C -0.1521 -2.3996 -0.9807
C 0.0440 -1.1737 -0.1117
C -1.2243 -0.8103 0.6208
O 1.1074 -1.4607 0.8274
H -0.7466 -2.1790 -1.8696
H -0.6620 -3.2005 -0.4408
H 0.7675 -2.8341 -1.3845
H 0.3819 -0.3439 -0.7448
H -2.0421 -0.6908 -0.0990
H -1.2007 0.1708 1.1037
H -1.5533 -1.5719 1.3263
H 1.2415 -0.5961 1.2670
C 0.2326 -7.6582 2.0528
C -0.6935 -7.4171 0.8315
C -0.1603 -6.2403 0.0358
O -0.7534 -8.5110 -0.0636
H -0.0453 -6.8758 2.7664
H 1.2750 -7.4663 1.8011
H 0.0711 -8.6151 2.5451
H -1.6590 -7.1917 1.2958
H -0.0301 -5.3689 0.6896
H -0.8944 -5.8121 -0.6576
H 0.7547 -6.4015 -0.5285
H -1.2678 -9.2224 0.3318
O -0.4607 0.7053 -4.6821
C 0.5433 -0.3095 -4.6998
C 1.6792 0.0372 -3.7374
O 2.5827 0.9717 -4.3337
H -0.2261 1.3759 -5.3288
H 0.0590 -1.2488 -4.4317
H 0.9666 -0.3907 -5.7034
H 2.3211 -0.8311 -3.5664
H 1.2307 0.3343 -2.7866
H 2.2159 1.8508 -4.1738
O 1.7450 0.8163 2.3322
C 2.6807 1.5505 1.5618
C 4.0717 0.9233 1.6199
O 4.9075 1.4709 0.6113
H 1.9863 0.9514 3.2562
H 2.3359 1.6145 0.5252
H 2.7968 2.6062 1.8387
H 3.9848 -0.1642 1.5392
H 4.5029 1.1008 2.6115
H 4.9702 0.7897 -0.0677
O -4.1812 3.9678 -0.0637
C -4.7360 2.9690 0.7708
C -4.7441 1.5667 0.1460
O -5.7367 1.4805 -0.8722
H -4.6838 4.0227 -0.8839
H -4.0667 2.9192 1.6346
H -5.7407 3.2379 1.1084
H -5.0073 0.8790 0.9485
H -3.7710 1.3432 -0.2986
H -5.4468 1.9362 -1.6667
O -3.5058 -2.8081 -1.5136
C -3.9486 -1.5347 -1.9961
C -5.2898 -1.6248 -2.6718
O -5.1223 -1.8188 -4.0812
H -3.4836 -3.4397 -2.2414
H -4.1113 -0.9539 -1.0889
H -3.1824 -1.1520 -2.6753
H -5.9302 -0.7531 -2.5023
H -5.8557 -2.4823 -2.2903
H -5.9000 -2.1935 -4.4954
O 3.6406 -2.1792 0.0801
C 3.9765 -3.3746 0.7764
C 2.8099 -4.3490 0.9648
O 1.8843 -3.8529 1.9343
H 2.7004 -1.9896 0.2670
H 4.8188 -3.8393 0.2636
H 4.2874 -3.1229 1.7967
H 3.1226 -5.3183 1.3580
H 2.2508 -4.5700 0.0471
H 1.3878 -3.0994 1.5682
*
```



C25H71AsF6O10 | wB97M-V/def2-TZVPD

LUMO (eV): -2.62

Structure (ORCA input):
```
! wB97M-V def2-TZVPD RIJCOSX def2/J DEFGRID3
* xyz 0 1
O -4.8466 1.7373 -0.6140
H -5.3923 2.3022 -0.0620
H -4.4509 2.1905 -1.3621
H -5.2591 0.8955 -0.8207
As 0.6180 0.1832 1.2461
F 1.1580 0.5127 -0.4479
F 1.6497 -1.2867 1.2636
F 0.1312 -0.1299 2.9359
F -0.3800 1.6352 1.2132
F -0.7980 -0.7153 0.6548
F 1.9694 1.2158 1.7859
C 1.1252 -7.1062 -2.2605
C 1.2288 -7.2829 -0.7695
O 0.3919 -6.3855 -0.1454
H 0.1689 -7.3274 -2.7344
H 1.7486 -7.8482 -2.7594
H 1.3518 -6.0764 -2.5366
H 2.2184 -7.1580 -0.3299
H 0.8903 -8.2960 -0.5522
H 0.7083 -5.5242 -0.4278
C -6.6988 2.6269 4.1031
C -6.5455 3.8786 3.2660
O -7.3810 3.9285 2.1449
H -7.7339 2.4558 4.3987
H -6.0648 2.6340 4.9898
H -6.5258 1.7437 3.4882
H -5.5429 4.2299 3.0220
H -6.8820 4.6736 3.9314
H -7.7056 4.8278 2.0589
C -2.2999 -1.8554 -6.3640
C -3.1779 -2.0109 -7.6549
C -4.0402 -3.2437 -7.7823
O -3.8996 -0.8770 -7.8446
H -2.8390 -1.7207 -5.4263
H -1.5952 -1.0481 -6.5633
H -1.7019 -2.7329 -6.1178
H -2.4444 -1.9397 -8.4580
H -4.6741 -3.3199 -6.8988
H -3.4117 -4.1309 -7.7048
H -4.5769 -3.2328 -8.7309
H -3.8284 -0.7351 -8.7914
C 2.3647 -1.9180 7.8385
C 2.2356 -0.5993 8.6406
C 3.5246 0.1391 8.7440
O 1.3203 0.2007 7.9822
H 3.0217 -1.5160 7.0672
H 1.4351 -2.3264 7.4420
H 2.9357 -2.6161 8.4506
H 1.8296 -0.8208 9.6276
H 3.4878 1.1155 9.2271
H 4.1938 0.2371 7.8891
H 4.1614 -0.4613 9.3937
H 1.3173 -0.0569 7.0574
C -1.5210 4.7729 -6.1182
C -2.0951 5.4228 -4.8068
C -3.4143 6.1163 -5.0051
O -2.2959 4.3385 -3.9874
H -2.1550 3.8988 -6.2671
H -0.5112 4.3917 -5.9663
H -1.5469 5.4872 -6.9410
H -1.4125 6.1524 -4.3710
H -3.4600 7.0027 -5.6377
H -3.8403 6.3958 -4.0415
H -4.1428 5.4242 -5.4274
H -1.4250 4.2736 -3.5889
C 7.4915 -5.7397 -0.6842
C 8.1954 -5.3868 0.6509
C 7.0988 -4.9317 1.7156
O 8.9011 -6.4905 1.2162
H 6.6052 -6.3506 -0.5128
H 8.1672 -6.3087 -1.3227
H 7.1893 -4.8281 -1.1998
H 8.8891 -4.5533 0.5406
H 6.5487 -4.0857 1.3035
H 7.5209 -4.5312 2.6373
H 6.3613 -5.6856 1.9911
H 9.5743 -6.5693 0.5363
C 5.8830 2.3055 -3.6668
C 6.6508 1.8419 -2.4453
C 7.6567 0.7823 -2.6455
O 7.2416 2.9115 -1.7747
H 5.4777 3.2923 -3.4430
H 5.0359 1.6659 -3.9143
H 6.5690 2.3553 -4.5123
H 5.9948 1.5262 -1.6340
H 7.2219 -0.0295 -3.2286
H 7.9426 0.3805 -1.6735
H 8.5056 1.1419 -3.2271
H 6.5986 3.6064 -1.6155
C 1.8990 6.1417 4.8054
C 2.5107 6.9456 3.6430
C 4.0026 7.2204 3.9456
O 2.3981 6.3123 2.4104
H 1.9959 6.5362 5.8168
H 2.4603 5.2096 4.7400
H 0.8458 5.8874 4.6860
H 1.9921 7.9029 3.5915
H 4.6235 6.3783 4.2512
H 4.0209 7.9369 4.7669
H 4.5746 7.7481 3.1824
H 2.1762 5.3977 2.6000
C -8.7437 -3.8581 -0.8312
C -8.7751 -2.8575 0.3063
C -9.3629 -3.3216 1.6471
O -7.4224 -2.4902 0.4971
H -7.9470 -4.6020 -0.8326
H -8.7923 -3.2384 -1.7266
H -9.6523 -4.4602 -0.8392
H -9.2481 -1.9495 -0.0678
H -9.7649 -2.6135 2.3717
H -8.7023 -3.9554 2.2387
H -10.1583 -4.0458 1.4711
H -6.9204 -3.2854 0.6900
*
```



C25H72N16NbO12 | wB97M-V/def2-TZVPD

LUMO (eV): 1.88

Structure (ORCA input):
```
! wB97M-V def2-TZVPD RIJCOSX def2/J DEFGRID3
* xyz -1 1
C 5.5522 1.4601 1.9863
C 4.4845 0.6669 2.6933
O 3.4183 0.4093 1.8010
C 2.3027 -0.1750 2.4460
C 1.0945 0.1003 1.5874
O 0.0972 -0.8606 1.8777
C -0.9172 -0.9093 0.8433
C -2.3049 -0.7800 1.4217
O -2.8444 0.4392 0.9368
C -4.2780 0.5342 1.0529
Nb -4.7597 2.7851 1.2215
C -5.3451 4.9723 1.4530
C -4.2781 5.9383 2.0296
C -2.8399 5.6458 1.6131
C -1.9055 6.8697 1.6783
C -0.9824 6.8720 2.8992
C 0.4874 6.5267 2.6125
C 1.1574 7.3442 1.5014
C 2.2676 6.5177 0.8064
C 2.4947 6.8493 -0.6679
O 1.8551 6.0158 -1.6185
C 0.5638 5.5555 -1.2601
H 5.9335 0.9229 1.1253
H 6.3638 1.6362 2.6856
H 5.1381 2.4166 1.6804
H 4.1411 1.2328 3.5641
H 4.8889 -0.2915 3.0331
H 2.1819 0.2532 3.4420
H 2.4366 -1.2543 2.5566
H 0.6876 1.0825 1.8329
H 1.4204 0.0603 0.5487
H -0.7933 -1.8692 0.3675
H -0.7612 -0.1334 0.1036
H -2.2821 -0.7585 2.5130
H -2.9220 -1.6028 1.0580
H -4.6654 -0.0590 1.8779
H -4.7013 0.2152 0.0976
H -6.3232 2.1433 1.9291
H -3.9020 2.8921 2.8444
H -3.2414 3.0108 0.2346
H -5.6547 2.8069 -0.3990
H -5.7340 5.3874 0.5269
H -6.1894 4.9880 2.1477
H -4.3786 6.0145 3.1096
H -4.5046 6.9401 1.6528
H -2.4545 4.8195 2.2021
H -2.8815 5.3475 0.5719
H -1.3798 6.9492 0.7350
H -2.5507 7.7430 1.7424
H -1.0212 7.8109 3.4476
H -1.3643 6.1191 3.5836
H 1.0432 6.7206 3.5275
H 0.5532 5.4569 2.4278
H 0.4527 7.7451 0.7840
H 1.6555 8.1911 1.9645
H 2.1465 5.4577 0.9846
H 3.1877 6.7916 1.3168
H 2.2789 7.9092 -0.8342
H 3.5581 6.7323 -0.8593
H 0.1150 5.1629 -2.1651
H -0.0853 6.3413 -0.8882
H 0.6182 4.7226 -0.5661
C -1.7011 -3.5521 -2.4108
O -1.7431 -2.9539 -1.3419
N -1.7897 -4.9086 -2.5362
N -1.5544 -2.8463 -3.5809
H -1.7475 -5.3744 -3.4221
H -1.8953 -5.4694 -1.6912
H -1.4914 -1.8484 -3.4940
H -1.5047 -3.2642 -4.4916
C 2.2635 -4.0999 -0.5608
O 2.0322 -4.6771 -1.6138
N 3.4466 -4.2564 0.1098
N 1.3794 -3.2688 0.0244
H 3.6572 -3.7960 0.9767
H 4.1262 -4.8708 -0.2957
H 0.4913 -3.1254 -0.4322
H 1.5617 -2.7923 0.8907
C -2.7401 -7.5173 0.3817
O -2.7591 -6.4667 -0.2539
N -1.6843 -7.9298 1.1343
N -3.8117 -8.3701 0.3723
H -1.6682 -8.7943 1.6394
H -0.8753 -7.3336 1.1728
H -4.6090 -8.0972 -0.1712
H -3.8369 -9.2342 0.8778
C 1.4752 -9.0438 -0.5532
O 1.3438 -8.5325 0.5487
N 1.4619 -10.4052 -0.7303
N 1.6430 -8.3138 -1.6833
H 1.5667 -10.8494 -1.6218
H 1.3408 -10.9723 0.0871
H 1.6586 -7.3124 -1.5876
H 1.7509 -8.7177 -2.5938
C -5.0673 -2.3038 -5.8662
O -4.7094 -3.3049 -6.4774
N -4.3088 -1.7355 -4.8894
N -6.2501 -1.6755 -6.1166
H -4.5827 -0.9113 -4.3869
H -3.4314 -2.1768 -4.6783
H -6.8346 -2.0619 -6.8325
H -6.5465 -0.8497 -5.6308
C 7.8599 -0.0353 -1.3902
O 7.4772 0.4235 -0.3307
N 6.9963 -0.5499 -2.3154
N 9.1845 -0.0724 -1.7384
H 7.2857 -0.9338 -3.1942
H 6.0190 -0.5368 -2.0861
H 9.8409 0.2990 -1.0781
H 9.5213 -0.4453 -2.6050
C 4.0156 -2.5750 5.3814
O 3.7656 -3.0336 4.2823
N 5.1615 -2.8927 6.0626
N 3.1776 -1.7082 6.0241
H 5.3897 -2.5276 6.9670
H 5.7976 -3.5261 5.6164
H 2.3297 -1.4539 5.5496
H 3.3642 -1.3198 6.9284
C -3.8814 1.7447 -5.8103
O -4.8997 1.1060 -6.0149
N -3.8615 2.8631 -5.0298
N -2.6777 1.3776 -6.3460
H -3.0341 3.3963 -4.8423
H -4.7291 3.1487 -4.6138
H -2.6656 0.5536 -6.9184
H -1.8245 1.8796 -6.1914
*
```



C25H73N13O13 | wB97M-V/def2-TZVPD

LUMO (eV): 0.19

Structure (ORCA input):
```
! wB97M-V def2-TZVPD RIJCOSX def2/J DEFGRID3
* xyz 0 1
C 0.6428 -3.1754 -5.2827
O 1.5308 -2.4533 -4.4506
C 0.9935 -1.1832 -4.1251
C 1.7751 -0.5307 -3.0685
N 3.2007 -0.4802 -3.4630
C 4.0717 0.2061 -2.5176
C 4.1417 -0.4246 -1.1168
O 4.3385 -1.8148 -1.3239
C 4.1775 -2.5170 -0.1054
H -0.3597 -3.2455 -4.9027
H 1.0487 -4.1698 -5.3494
H 0.5502 -2.7148 -6.3177
H -0.0545 -1.2063 -3.8699
H 1.0070 -0.5805 -5.0526
H 1.7226 -1.2453 -2.2044
H 1.3452 0.4292 -2.7613
H 3.6041 -1.3862 -3.6410
H 3.9765 1.2918 -2.5210
H 5.0530 -0.0038 -2.9346
H 3.1834 -0.2676 -0.5861
H 4.9945 -0.0587 -0.5440
H 4.3449 -3.5424 -0.3548
H 3.1511 -2.3905 0.3036
H 4.8987 -2.1211 0.5965
C 4.0637 2.7374 0.9744
O 3.3616 2.5077 -0.2123
C 2.6083 3.5990 -0.7279
C 2.1379 3.2823 -2.1336
N 3.0510 3.5686 -3.2480
C 2.6207 2.8863 -4.4640
C 3.4900 3.3100 -5.6091
O 3.3240 4.6991 -5.7933
C 3.7899 5.0939 -7.0646
H 4.0990 1.7823 1.4948
H 3.6201 3.5676 1.5631
H 5.1207 3.0261 0.6984
H 3.2215 4.4578 -0.5861
H 1.7355 3.6618 -0.0620
H 1.1797 3.7365 -2.3391
H 1.9160 2.2173 -2.0757
H 3.0550 4.5335 -3.5195
H 1.5479 3.0846 -4.6688
H 2.8159 1.8101 -4.3445
H 3.2345 2.7566 -6.5583
H 4.5505 3.0672 -5.3885
H 3.0947 4.7578 -7.8563
H 4.8303 4.6460 -7.1947
H 3.7785 6.1983 -7.0892
C -4.5644 -0.2170 1.7526
O -3.8872 -0.1325 3.0286
C -2.5504 -0.5504 2.8702
C -1.8785 -0.2104 4.1942
N -2.4652 -1.0305 5.2652
C -1.8867 -0.6640 6.5107
C -2.9702 -0.9990 7.5614
O -4.1987 -0.3679 7.2960
C -4.0268 1.0651 7.2098
H -3.9318 -0.1551 0.8918
H -5.3835 0.5038 1.6796
H -5.0606 -1.1882 1.5728
H -2.1009 -0.0739 1.9871
H -2.5129 -1.6485 2.7335
H -2.0734 0.8741 4.4046
H -0.8202 -0.2975 4.1582
H -3.4461 -0.8312 5.2671
H -1.6300 0.3532 6.6134
H -0.9633 -1.2306 6.6080
H -2.6744 -0.7249 8.6017
H -3.1264 -2.0640 7.5744
H -3.2810 1.3318 7.9550
H -4.9579 1.5863 7.4554
H -3.6475 1.3238 6.2262
N 0.7375 -2.6597 4.1909
C 1.2260 -1.3797 4.1776
N 1.7165 -1.0368 5.4144
O 1.3417 -0.6672 3.2363
H -0.0899 -2.8871 3.6580
H 0.8213 -2.9457 5.1723
H 2.1146 -0.1367 5.5275
H 1.1254 -1.4143 6.1679
N -5.7413 -5.4451 -3.5094
C -4.9064 -4.3528 -3.6979
N -4.3981 -4.0301 -2.4623
O -4.6708 -3.8548 -4.8102
H -6.3785 -5.7549 -4.2462
H -5.8853 -5.7856 -2.5573
H -3.9196 -3.1295 -2.3674
H -5.0837 -4.1530 -1.7513
N -3.6320 -1.1069 -4.6663
C -2.8970 -0.8023 -3.5806
N -2.4437 0.4437 -3.4349
O -2.4788 -1.6732 -2.8044
H -4.1313 -0.4232 -5.2043
H -3.9188 -2.0864 -4.7787
H -2.1359 1.0081 -4.2327
H -1.8223 0.6586 -2.6629
N 0.4159 2.5562 3.7200
C 0.6868 2.5325 5.0297
N 2.0421 2.1403 5.2769
O -0.0546 2.9266 5.8863
H 1.0156 1.9894 3.1574
H -0.5298 2.6419 3.3708
H 2.4527 2.6691 5.9839
H 2.5446 1.8639 4.4891
N 0.7490 0.2026 0.6684
C -0.3491 -0.0424 -0.1460
N -1.0027 -1.2134 -0.0587
O -0.6419 0.8459 -1.0562
H 1.0059 -0.2353 1.5924
H 1.0862 1.1566 0.4959
H -1.5364 -1.4082 -0.9082
H -1.0141 -1.8670 0.7232
C 0.3635 -4.7295 0.9980
O -0.6786 -4.0063 1.6313
H 1.0858 -3.9948 0.7732
H 0.7441 -5.5182 1.6743
H 0.1393 -5.2566 0.0395
H -1.5260 -4.3381 1.3100
C -2.9780 3.3913 -0.5760
O -2.7761 2.2355 0.2074
H -2.7466 3.2895 -1.6352
H -3.9620 3.8819 -0.4857
H -2.3408 4.2098 -0.2212
H -2.2913 1.6357 -0.3379
*
```



Values for largest force on an atom, eV/Å, ordered as above
1.8, 3.1, 1.2, 3.3